Record 1
Molecular formula: C5H7N3
Method: DFT, ωB97M-V with the def2-TZVPD basis set

Results
* max |F|: 6.45 eV Å⁻¹
* total energy: -358.867639 a.u.
* frontier orbital gap: 10.15 eV

Geometry as XYZ:
```
15
Properties=species:S:1:pos:R:3:forces:R:3
C 0.03975 1.52791 0.05569 -0.165 0.746 -1.944
N -1.26005 1.57294 0.06361 2.243 -2.232 0.318
C -2.09923 0.37697 -0.27970 -0.939 6.257 -1.246
N -1.92359 -0.81048 -0.08672 1.668 -3.156 0.027
C -0.53574 -1.32149 0.26051 -0.395 3.140 -0.458
C 0.65193 -0.71948 -0.58694 1.548 -0.104 2.020
C 1.80147 -0.01026 0.24356 -0.860 -0.763 0.812
N 1.01516 0.71251 -0.70319 -3.682 0.194 0.995
H 0.66492 2.34800 0.44451 -0.839 0.066 0.280
H -3.04923 0.89901 -0.72039 1.230 -1.766 0.984
H -0.27325 -0.95993 1.28403 -0.595 -0.992 -0.390
H -0.61956 -2.37682 0.08872 0.483 -0.463 0.454
H 1.09187 -1.33665 -1.35338 -0.326 -0.031 -0.387
H 1.68728 0.29578 1.32205 -0.144 -0.782 -1.130
H 2.80828 -0.19803 -0.03236 0.771 -0.114 -0.334
```
Forces are in eV/Å.


Record 2
Molecular formula: C5H7N3
Method: DFT, ωB97M-V with the def2-TZVPD basis set

Results
* max |F|: 4.09 eV Å⁻¹
* total energy: -358.822363 a.u.
* frontier orbital gap (alpha / beta): 7.94 / 7.94 eV

Geometry as XYZ:
```
15
Properties=species:S:1:pos:R:3:forces:R:3
C -0.21730 -0.88064 -1.67884 -1.098 -0.270 3.930
C 1.14604 -1.18036 -1.83619 0.859 -0.804 -2.048
C 0.79534 -0.83391 0.15385 1.066 -1.065 2.578
C 0.79303 -0.52334 1.48558 -0.306 1.201 -0.867
C 0.36758 0.06544 2.57775 1.455 -1.388 -0.018
N -0.47191 -0.79732 -0.33841 -0.127 -1.019 -3.731
N -1.16418 1.69507 -0.20486 0.202 3.156 1.863
N 1.82842 -1.22095 -0.73703 -0.851 1.557 0.886
H -1.00391 -0.91756 -2.38041 -0.623 0.281 -0.742
H 1.52634 -1.46363 -2.81845 0.421 0.080 0.370
H -1.62466 1.55031 -1.10278 0.336 -1.895 1.118
H -0.23715 0.95250 2.57621 0.361 0.690 -0.090
H 0.71963 -0.31628 3.54467 -0.812 -0.187 -0.241
H -0.92164 1.24937 0.73551 -1.351 -0.170 -3.217
H -1.53565 2.62128 0.02341 0.468 -0.167 0.210
```
Forces are in eV/Å.


Record 3
Molecular formula: C5H7N3
Method: DFT, ωB97M-V with the def2-TZVPD basis set

Results
* max |F|: 2.53 eV Å⁻¹
* total energy: -358.950070 a.u.
* frontier orbital gap: 9.85 eV

Geometry as XYZ:
```
15
Properties=species:S:1:pos:R:3:forces:R:3
C -1.25531 1.32224 -0.08593 0.196 -1.113 -0.046
N -2.08690 0.35589 -0.30995 1.756 1.756 0.484
C -1.33638 -0.87359 -0.05226 -0.212 -1.491 -1.518
C 0.02852 -0.56638 0.55870 -0.588 1.372 1.106
C 1.29060 -0.92724 -0.21204 0.800 -0.406 1.383
N 2.02897 0.34197 -0.31966 1.202 0.050 -0.237
C 1.29718 1.30430 0.04526 0.034 1.854 -1.510
N 0.02659 0.95723 0.44196 -1.969 -1.004 0.725
H -1.46276 2.37267 -0.28240 -0.039 -0.217 0.133
H -1.93861 -1.52513 0.57434 0.015 -0.182 -0.050
H -1.20026 -1.38001 -1.07982 -0.271 0.463 1.456
H 0.08560 -0.81874 1.66017 -0.041 0.164 -1.208
H 1.01494 -1.31244 -1.19165 0.346 -0.044 -0.265
H 1.95470 -1.67561 0.33823 -1.023 0.874 -0.870
H 1.55313 2.42485 -0.08493 -0.205 -2.076 0.416
```
Forces are in eV/Å.


Energy relative to the best compared isomer or geometry (same formula, charge and spin)
In order: 94.6 123.0 42.9
Unit: kcal/mol